Record 1
Density functional theory data (the ωB97M-V functional and the def2-TZVPD basis) for an isolated molecule of CH6Cl2Si2 at a distorted geometry.

The geometry in XYZ format:
```
11
CH6Cl2Si2 | the OMol25 dataset | the ωB97M-V functional and the def2-TZVPD basis
C -0.151 0.160 1.769
Si 0.785 0.037 0.022
Si -0.719 -0.184 -1.735
Cl 2.078 -1.652 -0.044
Cl 1.892 1.666 -0.217
H 0.524 0.511 2.468
H -0.972 0.870 1.648
H -0.354 -0.881 2.020
H -1.768 0.788 -1.292
H -1.483 -1.572 -1.738
H 0.169 0.256 -2.901
```

## Properties
Energy above the lowest of the compared OMol25 structures with the same formula, charge and spin (kJ/mol): 0.00
Total charge: 0
SMILES: C[Si]([SiH3])(Cl)Cl

Atom charges from the natural (NBO) analysis, given in e for atoms 1 to 6: C -1.042; Si 1.056; Si 0.324; Cl -0.397; Cl -0.348; H 0.233


Record 2
Density functional theory data (the ωB97M-V functional and the def2-TZVPD basis) for a 9-piece molecular cluster, H18O9 overall at a distorted geometry.

The geometry in XYZ format:
```
27
H18O9 | the OMol25 dataset | the ωB97M-V functional and the def2-TZVPD basis
O 0.140 -0.276 0.011
H 0.042 -0.744 -0.826
H 1.094 -0.195 0.125
O 3.853 0.702 3.118
H 3.069 1.141 2.770
H 3.644 0.549 4.046
O -0.297 -2.180 0.170
H 0.189 -2.684 -0.493
H -1.219 -2.410 0.010
O -3.881 2.663 0.849
H -4.310 3.317 0.286
H -3.627 1.960 0.241
O -1.822 -2.483 3.241
H -2.009 -3.419 3.106
H -1.576 -2.164 2.365
O 5.014 1.105 -1.530
H 4.250 0.722 -1.085
H 4.634 1.744 -2.143
O -3.999 -1.107 -2.504
H -4.845 -0.864 -2.110
H -4.147 -1.018 -3.452
O -1.037 3.388 -0.117
H -0.667 2.761 0.515
H -1.637 3.927 0.411
O 2.800 -1.326 -2.068
H 3.763 -1.354 -2.035
H 2.581 -1.754 -2.904
```

## Properties
Energy above the lowest of the compared OMol25 structures with the same formula, charge and spin (kJ/mol): 461.57
Total charge: 0
SMILES: O.O.O.O.O.O.O.O.O

Atom charges from the natural (NBO) analysis, given in e for atoms 1 to 6: O -0.931; H 0.469; H 0.460; O -0.937; H 0.467; H 0.469


Record 3
Density functional theory data (the ωB97M-V functional and the def2-TZVPD basis) for C14H18N4O4S3Y as an isolated structure at a distorted geometry.

The geometry in XYZ format:
```
44
C14H18N4O4S3Y | the OMol25 dataset | the ωB97M-V functional and the def2-TZVPD basis
Y 0.588 -0.142 1.122
C 4.289 -1.854 1.148
C 3.273 -1.348 0.183
O 2.625 -0.294 0.410
N 3.083 -1.990 -0.964
C 2.043 -1.594 -1.920
C 0.703 -2.242 -1.635
C 0.428 -3.492 -2.160
C -0.763 -4.123 -1.835
C -1.651 -3.473 -0.999
C -1.310 -2.224 -0.528
N -0.162 -1.602 -0.835
H 3.972 -1.608 2.156
H 5.236 -1.352 0.936
H 4.427 -2.930 1.061
H 3.547 -2.877 -1.085
H 2.382 -1.871 -2.913
H 1.963 -0.514 -1.889
H 1.145 -3.963 -2.822
H -0.987 -5.108 -2.222
H -2.587 -3.923 -0.700
H -1.976 -1.707 0.151
O -1.067 -0.825 2.272
S -0.047 -1.490 3.210
O 0.956 -0.381 3.343
O -0.608 -2.001 4.408
S 0.892 -2.749 1.951
C -2.364 5.798 0.521
C -1.869 4.400 0.349
C -2.437 3.456 -0.445
C -1.861 2.175 -0.486
N -0.771 1.871 0.210
C -0.167 2.822 0.978
S 1.235 2.490 1.826
N -0.754 4.052 1.038
C -2.466 1.122 -1.360
H -3.303 5.939 -0.005
H -1.632 6.506 0.126
H -2.515 6.024 1.578
H -3.324 3.682 -1.018
H -0.300 4.729 1.639
H -3.546 1.080 -1.218
H -2.030 0.149 -1.170
H -2.287 1.380 -2.407
```

## Properties
Total charge: +1

Atom charges from the natural (NBO) analysis, given in e for atoms 1 to 6: Y 1.825; C -0.705; C 0.760; O -0.772; N -0.553; C -0.262


Record 4
Density functional theory data (the ωB97M-V functional and the def2-TZVPD basis) for an isolated molecule of C8H7NO2 at a distorted geometry.

The geometry in XYZ format:
```
18
C8H7NO2 | the OMol25 dataset | the ωB97M-V functional and the def2-TZVPD basis
O 2.829 0.701 -0.236
C 2.219 1.679 -0.588
C 0.975 2.228 -0.056
O 0.560 3.310 -0.527
N 0.277 1.464 0.811
C -0.197 0.179 0.459
C -0.987 -0.460 1.444
C -1.380 -1.778 1.037
C -1.210 -2.254 -0.242
C -0.518 -1.566 -1.173
C 0.019 -0.354 -0.822
H 2.474 2.267 -1.418
H -0.302 1.884 1.522
H -0.893 -0.146 2.411
H -2.082 -2.284 1.711
H -1.622 -3.316 -0.513
H -0.625 -1.897 -2.286
H 0.462 0.345 -1.535
```

## Properties
Energy above the lowest of the compared OMol25 structures with the same formula, charge and spin (kJ/mol): 201.23
Total charge: 0
SMILES: O=CC(=O)Nc1ccccc1

Atom charges from the natural (NBO) analysis, given in e for atoms 1 to 6: O -0.446; C 0.332; C 0.551; O -0.513; N -0.620; C 0.182


Record 5
Density functional theory data (the ωB97M-V functional and the def2-TZVPD basis) for a 11-piece molecular cluster, C45H102N4O21 overall at a distorted geometry.

The geometry in XYZ format:
```
172
C45H102N4O21 | the OMol25 dataset | the ωB97M-V functional and the def2-TZVPD basis
C 1.240 3.796 0.861
C -0.015 3.278 0.220
N -1.221 3.976 0.567
C -2.300 3.420 -0.234
C -2.324 3.885 -1.733
C -1.442 3.822 2.004
C -1.993 5.108 2.619
H 1.296 3.527 1.959
H 1.479 4.848 0.786
H 2.016 3.108 0.379
H 0.023 3.173 -0.857
H -0.186 2.263 0.599
H -2.380 2.335 -0.080
H -3.298 3.842 0.143
H -3.262 3.509 -2.245
H -2.273 5.004 -1.830
H -1.463 3.472 -2.210
H -0.496 3.457 2.436
H -2.151 2.969 2.164
H -2.339 4.964 3.614
H -2.689 5.525 1.895
H -1.155 5.814 2.645
C 2.666 0.417 -3.751
C 1.749 -0.828 -3.572
N 0.386 -0.528 -3.404
C -0.385 -1.453 -2.573
C -1.377 -0.732 -1.643
C -0.235 -0.379 -4.723
C -1.714 0.139 -4.697
H 3.574 0.047 -4.229
H 2.827 0.932 -2.816
H 2.193 1.123 -4.404
H 1.984 -1.494 -4.385
H 2.131 -1.348 -2.673
H 0.233 -2.036 -1.973
H -0.899 -2.157 -3.214
H -2.080 -0.072 -2.197
H -0.761 -0.109 -0.893
H -1.955 -1.479 -1.096
H 0.386 0.291 -5.324
H -0.182 -1.374 -5.153
H -1.814 1.130 -4.372
H -2.131 0.137 -5.742
H -2.464 -0.471 -4.154
C -1.031 0.130 2.946
C -0.805 0.861 4.266
N -1.657 0.384 5.306
C -2.029 1.427 6.176
C -3.392 2.047 5.786
C -1.365 -0.892 5.941
C -2.687 -1.667 6.391
H -2.073 0.314 2.697
H -0.770 -0.927 3.186
H -0.324 0.489 2.119
H 0.292 0.880 4.561
H -1.042 1.870 4.183
H -2.313 1.056 7.177
H -1.271 2.197 6.429
H -4.191 1.372 5.870
H -3.597 2.816 6.556
H -3.311 2.447 4.810
H -0.844 -0.733 6.870
H -0.750 -1.582 5.350
H -3.318 -1.030 6.964
H -2.450 -2.594 6.849
H -3.145 -1.916 5.455
C 2.286 -2.291 3.414
C 2.260 -3.744 3.920
N 1.097 -4.535 3.670
C 1.117 -5.919 4.187
C 2.373 -6.748 3.880
C -0.050 -3.897 4.142
C -1.357 -4.494 3.533
H 3.251 -1.962 3.786
H 1.551 -1.736 3.903
H 2.236 -2.197 2.290
H 3.160 -4.260 3.522
H 2.486 -3.732 4.998
H 1.101 -5.800 5.301
H 0.158 -6.331 3.868
H 2.229 -7.748 4.338
H 2.496 -6.746 2.804
H 3.238 -6.244 4.296
H -0.081 -2.828 3.982
H -0.156 -3.946 5.281
H -1.700 -5.318 4.117
H -1.344 -4.849 2.497
H -2.144 -3.771 3.674
C 2.199 -0.586 0.155
O 2.530 0.089 1.357
C 3.540 0.932 1.285
O 3.925 1.643 2.171
O 4.106 0.985 0.097
C 5.142 1.910 -0.093
H 3.114 -1.019 -0.290
H 1.702 0.010 -0.603
H 1.525 -1.397 0.400
H 4.701 2.893 0.270
H 5.238 1.870 -1.166
H 6.036 1.689 0.501
C -0.398 5.539 -5.268
O -0.440 6.626 -4.361
C 0.095 6.297 -3.129
O 0.561 5.231 -2.923
O -0.209 7.284 -2.330
C 0.160 7.040 -0.988
H -0.718 5.877 -6.276
H -1.063 4.677 -4.977
H 0.667 5.195 -5.393
H 1.259 7.084 -0.962
H -0.334 6.132 -0.664
H -0.320 7.907 -0.527
C -4.005 -3.599 -4.665
O -2.825 -4.004 -3.994
C -3.073 -4.606 -2.815
O -4.180 -4.899 -2.423
O -1.895 -4.819 -2.207
C -1.989 -5.112 -0.791
H -3.789 -2.537 -4.912
H -4.848 -3.654 -3.996
H -4.171 -4.136 -5.592
H -0.949 -5.416 -0.569
H -2.793 -5.791 -0.531
H -2.266 -4.164 -0.393
C 6.205 -0.124 3.587
O 5.887 -0.701 2.337
C 7.000 -1.153 1.599
O 8.134 -1.197 2.021
O 6.554 -1.535 0.438
C 7.506 -1.852 -0.567
H 5.280 0.086 4.112
H 6.746 0.786 3.564
H 6.784 -0.764 4.265
H 6.977 -2.166 -1.409
H 8.289 -2.532 -0.177
H 8.062 -0.947 -0.905
C -3.314 3.750 -9.942
O -3.106 4.790 -9.005
C -3.876 4.589 -7.957
O -4.380 3.532 -7.686
O -3.815 5.674 -7.085
C -4.350 5.310 -5.813
H -2.605 2.996 -9.677
H -3.171 4.272 -10.929
H -4.325 3.362 -9.828
H -5.352 4.937 -5.903
H -4.274 6.277 -5.287
H -3.707 4.583 -5.340
C 5.594 -4.531 1.531
O 5.044 -5.339 0.420
C 5.001 -4.921 -0.838
O 5.615 -3.997 -1.333
O 4.137 -5.742 -1.514
C 3.910 -5.424 -2.983
H 5.100 -3.591 1.592
H 6.679 -4.347 1.325
H 5.490 -5.206 2.391
H 4.838 -4.941 -3.250
H 3.161 -4.685 -3.039
H 3.784 -6.375 -3.536
C -4.087 -1.589 1.875
O -5.074 -1.073 1.069
C -5.100 0.253 1.112
O -4.274 0.976 1.575
O -6.235 0.720 0.496
C -6.176 2.077 0.278
H -4.262 -2.715 1.914
H -4.227 -1.280 2.890
H -3.121 -1.403 1.567
H -5.657 2.538 1.153
H -7.233 2.382 0.114
H -5.632 2.367 -0.621
```

## Properties
Total charge: 0
SMILES: CCN(CC)CC.CCN(CC)CC.CCN(CC)CC.CCN(CC)CC.COC(=O)OC.COC(=O)OC.COC(=O)OC.COC(=O)OC.COC(=O)OC.COC(=O)OC.COC(=O)OC

Atom charges from the Mulliken analysis, given in e for atoms 1 to 6: C -0.750; C -0.903; N 0.934; C -0.211; C -1.256; C 0.866


Record 6
Density functional theory data (the ωB97M-V functional and the def2-TZVPD basis) for a 2-piece molecular cluster, C13H20BF3INO3 overall at a distorted geometry.

The geometry in XYZ format:
```
42
C13H20BF3INO3 | the OMol25 dataset | the ωB97M-V functional and the def2-TZVPD basis
C 6.010 -0.141 0.668
C 5.534 -0.892 -0.749
C 4.520 0.095 -1.641
I 3.591 -1.051 -3.268
C 3.414 0.665 -0.524
C 3.478 2.155 0.158
C 2.324 2.519 1.284
C 1.196 1.393 1.683
N 1.191 0.039 0.984
B 0.160 -1.067 1.319
C 0.844 -2.515 1.807
O -1.292 -0.838 1.163
C 2.231 -0.378 -0.078
H 6.195 0.995 0.420
H 5.154 -0.161 1.492
H 6.937 -0.668 1.155
H 6.456 -1.276 -1.382
H 4.830 -1.783 -0.382
H 5.133 0.996 -2.068
H 4.330 2.887 -0.172
H 2.336 3.564 1.823
H 0.370 1.586 2.504
H 1.752 -2.191 2.511
H 1.337 -3.030 0.853
H 0.094 -3.211 2.375
H -1.737 -1.581 0.645
H 2.164 -1.453 -0.562
C -4.282 -0.082 0.633
C -3.961 0.984 -0.395
O -4.371 0.636 -1.714
C -5.750 0.879 -2.111
O -6.087 2.144 -1.881
C -6.774 -0.167 -1.519
F -6.242 -1.424 -1.525
F -7.904 -0.250 -2.278
F -7.176 0.075 -0.247
H -4.125 -1.087 0.228
H -3.656 0.045 1.521
H -5.319 -0.013 0.965
H -2.869 1.068 -0.447
H -4.323 1.969 -0.081
H -5.712 0.565 -3.164
```

## Properties
Total charge: 0

Atom charges from the natural (NBO) analysis, given in e for atoms 1 to 6: C -0.641; C -0.425; C -0.391; I 0.185; C -0.015; C -0.128


Record 7
Density functional theory data (the ωB97M-V functional and the def2-TZVPD basis) for a 2-piece molecular cluster, CHClO2S overall at a distorted geometry.

The geometry in XYZ format:
```
6
CHClO2S | the OMol25 dataset | the ωB97M-V functional and the def2-TZVPD basis
C 1.145 0.879 0.455
O 0.383 0.917 -2.126
O 1.478 0.686 1.553
S -0.002 1.198 -0.709
Cl -1.861 -2.322 0.142
H -1.142 -1.358 0.684
```

## Properties
Energy above the lowest of the compared OMol25 structures with the same formula, charge and spin (kJ/mol): 138.17
Total charge: 0

Charges computed using natural (NBO), reported in e: C 0.367; O -0.892; O -0.376; S 0.904; Cl -0.269; H 0.266


Record 8
Density functional theory data (the ωB97M-V functional and the def2-TZVPD basis) for a 3-piece molecular cluster, C44H77FN3O4 overall at a distorted geometry.

The geometry in XYZ format:
```
129
C44H77FN3O4 | the OMol25 dataset | the ωB97M-V functional and the def2-TZVPD basis
C -7.799 -0.945 -1.587
C -6.641 0.140 -1.533
O -6.764 0.985 -0.367
C -5.781 0.679 0.589
O -5.439 -0.453 0.829
C -5.134 1.962 1.266
C -4.378 1.640 2.609
C -2.929 2.273 2.749
C -2.058 2.213 1.457
C -1.879 0.850 0.833
O -2.425 -0.237 1.419
C -1.920 -1.492 0.908
C -0.445 -1.844 1.362
C -0.584 -2.471 2.836
C 0.198 -2.967 0.449
C 1.554 -3.542 1.061
C 0.498 -2.512 -1.037
C -1.057 0.827 -0.421
C -0.486 2.069 -0.969
C 0.369 1.878 -2.277
C -0.533 2.143 -3.560
C -1.299 0.860 -4.037
O -1.189 -0.164 -3.382
N -2.151 0.822 -5.233
C -2.821 -0.489 -5.289
C -2.172 -1.697 -5.852
C -2.846 -2.998 -5.869
C -4.211 -3.195 -5.340
C -4.896 -1.986 -4.814
C -4.211 -0.673 -4.790
N -0.675 3.318 -0.348
C -0.050 4.479 -1.009
C 1.517 4.643 -0.749
C 2.143 3.679 0.349
N 2.944 2.592 -0.286
C -1.424 3.402 0.845
C -1.573 4.789 1.536
C -2.598 5.802 0.865
C -3.348 5.311 -0.422
F -4.597 4.747 -0.033
H -8.808 -0.474 -1.433
H -7.663 -1.762 -0.829
H -7.831 -1.446 -2.601
H -5.632 -0.333 -1.665
H -6.816 0.806 -2.434
H -4.515 2.440 0.463
H -6.000 2.650 1.514
H -4.313 0.529 2.808
H -4.993 2.047 3.470
H -2.384 1.652 3.529
H -3.044 3.291 3.199
H -2.584 -2.297 1.348
H -2.065 -1.593 -0.212
H 0.178 -0.907 1.345
H 0.404 -2.489 3.363
H -0.965 -3.527 2.693
H -1.336 -1.882 3.432
H -0.527 -3.837 0.372
H 1.920 -2.993 1.968
H 1.429 -4.641 1.241
H 2.351 -3.438 0.261
H 0.876 -3.425 -1.590
H -0.417 -2.160 -1.593
H 1.340 -1.760 -1.088
H -0.855 -0.134 -0.965
H 1.261 2.553 -2.332
H 0.777 0.823 -2.269
H 0.139 2.514 -4.378
H -1.306 2.928 -3.310
H -2.910 1.484 -5.014
H -1.133 -1.563 -6.258
H -2.302 -3.874 -6.294
H -4.682 -4.204 -5.354
H -5.942 -2.133 -4.441
H -4.812 0.179 -4.363
H -0.188 4.435 -2.132
H -0.522 5.466 -0.721
H 2.085 4.578 -1.727
H 1.701 5.702 -0.388
H 1.423 3.299 1.119
H 2.904 4.303 0.915
H 3.336 2.899 -1.176
H 2.407 1.730 -0.369
H -1.806 4.740 2.631
H -0.549 5.278 1.478
H -3.376 6.062 1.643
H -2.096 6.787 0.613
H -3.618 6.238 -1.017
H -2.757 4.664 -1.121
C 4.660 1.249 -3.514
C 5.772 1.142 -2.478
C 6.899 2.153 -2.692
C 7.661 2.011 -4.012
C 8.305 0.645 -4.250
C 9.367 0.288 -3.217
H 5.023 1.035 -4.521
H 3.866 0.531 -3.290
H 4.220 2.252 -3.512
H 6.168 0.123 -2.468
H 5.340 1.312 -1.486
H 7.601 2.076 -1.856
H 6.482 3.165 -2.642
H 8.440 2.780 -4.044
H 6.988 2.233 -4.846
H 8.771 0.651 -5.240
H 7.541 -0.139 -4.278
H 10.161 1.039 -3.200
H 9.820 -0.675 -3.460
H 8.944 0.211 -2.213
C 2.036 -5.574 4.329
C 1.284 -6.077 5.554
C 0.373 -5.020 6.181
C 1.087 -3.776 6.717
C 2.164 -4.043 7.769
C 1.620 -4.683 9.040
H 2.711 -4.751 4.578
H 2.640 -6.377 3.901
H 1.340 -5.228 3.560
H 1.996 -6.455 6.293
H 0.668 -6.931 5.258
H -0.201 -5.486 6.988
H -0.364 -4.700 5.435
H 0.334 -3.103 7.142
H 1.540 -3.229 5.882
H 2.632 -3.090 8.032
H 2.958 -4.670 7.353
H 0.850 -4.053 9.494
H 2.422 -4.812 9.770
H 1.189 -5.667 8.845
```

## Properties
Total charge: +1

Atom charges from the Mulliken analysis, given in e for atoms 1 to 6: C -1.093; C 0.116; O -0.389; C 0.329; O -0.503; C -0.186


| no. | highest occupied orbital energy (eV) |
| --- | --- |
| 1 | -9.8 |
| 2 | -9.0 |
| 3 | -10.9 |
| 4 | -8.8 |
| 5 | -8.0 |
| 6 | -5.1 |
| 7 | -9.5 |
| 8 | -10.9 |